(1)
Formula: C3H33NO12S
Source: the OMol25 dataset
Level of theory: wB97M-V/def2-TZVPD

```
50
Properties=species:S:1:pos:R:3:forces:R:3
S 1.954 -0.509 3.498 0.25 -0.90 0.72
O -1.714 0.430 2.036 -0.13 0.45 -0.81
O -1.908 -3.327 -0.911 -0.72 -0.30 0.31
O 0.544 -3.112 -1.993 0.03 -0.03 -0.61
O -4.103 -0.743 -0.557 -2.00 1.33 0.44
O -0.261 1.987 -2.809 -1.24 0.93 0.40
O -3.347 1.598 -1.910 1.18 0.25 0.51
O 2.090 1.801 -1.392 0.88 0.93 0.57
O -1.796 -0.757 -1.283 0.96 0.56 -1.13
O 0.802 -0.512 -2.105 -0.46 0.60 -0.58
O 0.261 2.223 0.947 0.87 -0.24 0.05
O -2.170 4.272 -1.007 -0.30 0.19 -0.05
O 2.638 2.913 2.172 0.97 0.75 -0.29
N 2.535 -2.226 -0.101 1.14 1.56 0.62
C 1.903 -1.278 0.848 0.67 -1.60 0.66
C 0.442 -1.457 0.714 -2.10 -0.95 -2.00
C 2.351 -1.770 2.204 1.56 0.41 1.00
H 2.872 2.081 -0.888 0.10 -0.62 -0.16
H -3.658 1.874 -2.769 -0.75 -0.12 0.09
H -1.498 -1.678 -1.098 -0.84 0.44 -0.49
H 1.422 0.178 -1.796 -0.21 0.10 0.08
H 0.278 1.242 -3.016 0.65 -0.75 -0.43
H -3.367 -1.260 -0.233 -0.03 -0.47 -0.57
H -2.442 0.241 2.626 0.18 -0.15 0.42
H 0.124 -0.992 -0.213 0.03 0.29 0.50
H 2.060 -3.111 -0.016 -0.19 0.07 -0.41
H 0.079 -2.492 0.506 1.15 0.12 0.27
H 1.528 2.562 -1.182 -0.65 -0.55 -0.37
H 2.992 2.079 2.501 -0.68 0.04 0.16
H 1.410 0.407 2.732 -0.32 0.45 -0.66
H -1.137 -3.559 -1.448 0.48 -0.35 0.02
H -4.701 -1.139 -1.199 0.52 -0.77 0.44
H -0.123 -0.202 -1.906 0.84 -0.52 0.08
H -0.290 -1.211 1.427 -0.21 0.99 1.43
H 1.845 -2.735 2.433 0.41 0.69 0.01
H -2.346 3.364 -0.741 0.04 -0.10 -0.14
H -0.499 1.673 0.744 -0.61 0.38 0.07
H 2.197 -0.216 0.693 0.08 -0.77 -0.20
H 1.694 3.010 2.306 0.11 -0.84 0.23
H 1.250 -3.484 -2.529 -0.13 -0.27 -0.04
H 2.370 -1.797 -0.989 -0.06 -0.56 -0.76
H 3.491 -1.895 2.245 -1.74 0.02 -0.17
H -1.348 4.545 -0.603 0.16 -0.08 0.05
H -2.429 -0.706 -2.042 0.89 -0.38 1.15
H -1.970 -3.922 -0.154 0.25 0.03 -0.29
H -0.866 0.159 2.394 -0.29 -0.09 0.63
H 0.647 -2.137 -2.144 -0.03 -0.30 0.25
H 0.051 3.157 0.975 -0.69 -0.10 -0.16
H -1.071 1.617 -2.417 0.13 0.31 -0.19
H -3.931 1.061 -1.351 -0.13 -0.08 -0.61
```
Forces are in eV/Å.

LUMO energy: 0.089 eV
M: 307.36 g/mol
Orbital gap: 9.252 eV
Spin multiplicity: 1
HOMO: -9.16 eV
Strongest force on any atom: 0.059 hartree/bohr

(2)
Formula: C2H4N2
Source: the OMol25 dataset
Level of theory: wB97M-V/def2-TZVPD

```
8
Properties=species:S:1:pos:R:3:forces:R:3
N -0.566 0.437 -0.363 1.75 -1.73 -0.30
N 0.582 -0.443 -0.408 -0.87 0.61 0.23
C 1.646 0.073 0.017 -0.86 2.16 0.76
C -1.618 -0.139 0.023 -1.27 1.50 -0.31
H 2.529 -0.472 -0.041 1.42 -1.12 -0.13
H -2.444 0.532 -0.180 -0.58 -0.16 0.56
H -1.866 -1.092 0.484 0.81 -0.32 -0.28
H 1.736 1.104 0.468 -0.38 -0.94 -0.54
```
Forces are in eV/Å.

LUMO energy: 0.893 eV
SMILES string: C=NN=C
M: 56.07 g/mol
Orbital gap: 10.549 eV
Spin multiplicity: 1
HOMO: -9.66 eV
Strongest force on any atom: 0.048 hartree/bohr

(3)
Formula: C33H90N9O20P5
Source: the OMol25 dataset
Level of theory: wB97M-V/def2-TZVPD

```
157
Properties=species:S:1:pos:R:3:forces:R:3
P -5.180 -1.705 3.963 -0.75 -1.63 0.07
P -1.812 -1.773 -5.729 -1.17 -0.81 -2.01
P 1.457 -0.774 6.380 0.89 -1.62 1.18
P 5.028 -0.897 -3.668 0.96 0.70 2.18
P -0.368 4.077 -4.376 1.45 -1.18 -1.27
O -0.059 5.625 -4.601 -0.84 -0.22 0.03
O 4.346 -2.130 -3.184 -0.22 0.96 -1.05
O 1.181 3.594 1.418 -0.20 0.24 0.49
O 2.193 -0.807 0.956 -0.51 0.58 -0.40
O -0.917 -1.266 -4.550 0.75 0.29 0.03
O -2.644 5.050 4.098 0.11 0.95 -0.19
O -0.659 3.617 -5.894 0.41 0.67 1.28
O 2.578 -0.784 5.403 -0.47 -0.21 0.81
O -0.420 2.606 2.509 -0.07 0.37 0.52
O -1.649 -3.386 -5.763 0.21 1.74 0.30
O -1.354 3.643 -3.382 -0.06 0.40 -0.06
O 0.343 -1.932 0.922 -0.58 0.43 -0.01
O -6.657 -2.117 3.511 1.33 -0.10 0.12
O 1.128 3.515 -4.062 -1.47 0.70 -0.61
O -4.016 4.561 5.700 -0.29 0.60 0.23
O -4.209 -2.443 2.918 0.11 0.32 0.47
O -4.993 -0.252 4.075 0.49 -0.38 0.58
O -1.009 -1.393 -7.067 0.38 0.03 1.59
O -3.192 -1.244 -5.838 0.64 -0.61 0.91
O -5.054 -2.712 5.253 -0.13 2.03 -1.36
N 4.539 0.451 -2.774 -0.67 -0.60 0.17
N -3.386 4.322 4.698 0.99 -1.96 0.00
N 6.700 -0.999 -3.351 0.68 -0.05 0.05
N 4.900 -0.372 -5.231 0.22 -1.02 -0.90
N 1.380 -1.572 1.427 2.36 -1.34 0.45
N 1.861 -0.379 7.966 -0.76 2.08 -0.74
N 0.192 0.210 6.016 -0.93 0.96 0.59
N 0.367 2.717 1.595 0.34 -0.76 -1.03
N 0.851 -2.352 6.676 -0.80 0.58 -1.19
C 0.595 1.941 -7.095 -0.02 -0.35 0.85
C -3.222 -1.049 1.179 -0.01 0.82 -0.47
C -0.657 2.242 -6.294 -0.64 -0.46 -0.09
C -4.058 -3.222 7.271 0.35 -0.21 1.35
C 3.033 4.501 -2.945 -0.34 0.74 0.37
C 0.944 0.285 8.894 0.04 -1.82 1.50
C -2.686 -4.317 -5.447 0.10 0.49 0.98
C -8.869 -2.693 4.262 1.32 0.20 0.69
C 1.832 -2.246 2.715 -2.55 0.14 -0.40
C -0.581 -0.026 -2.363 0.50 -0.38 -1.45
C -1.931 6.760 -3.460 0.23 -0.58 -0.11
C -7.737 -1.654 4.309 -2.31 1.23 -0.67
C -0.296 -2.489 7.551 0.18 0.50 -0.14
C 7.403 -0.457 -2.169 -2.04 0.62 -0.26
C 7.327 -2.215 -3.823 -0.15 -0.65 -1.89
C 0.400 1.674 6.091 1.14 -0.23 -1.37
C -0.850 -1.120 -9.401 -0.57 0.21 0.48
C -2.683 -4.694 -3.959 -0.11 -0.08 0.34
C 1.647 3.859 -2.770 1.34 -0.50 0.10
C 3.566 -0.174 -5.758 -0.65 0.82 0.13
C -3.010 -1.764 2.498 0.37 1.56 -0.74
C -3.750 -2.834 5.841 -0.46 -0.03 0.67
C 5.984 0.165 -6.077 -0.59 0.23 1.22
C -1.509 -0.488 -3.507 -1.43 0.28 1.69
C -1.539 -1.920 -8.273 0.96 0.63 -1.59
C 3.713 0.222 -1.587 0.80 0.32 0.26
C 1.723 -3.493 6.548 1.24 0.07 -0.95
C 0.312 1.661 0.545 -0.23 -0.66 -0.02
C 5.139 1.766 -2.914 -0.51 -0.07 -0.37
C -1.219 6.457 -4.779 -1.61 0.54 0.25
C -3.488 2.902 4.194 -1.53 0.31 0.44
C 3.100 -0.729 8.631 -0.03 -0.64 -1.39
C -0.978 -0.180 5.280 -0.78 0.08 -1.83
H -2.702 -0.958 3.169 -0.56 -0.15 0.51
H 1.087 -1.816 3.387 0.70 0.20 0.66
H 2.867 -2.067 2.954 -0.05 0.17 -0.04
H -1.861 -5.338 -3.649 -0.12 -0.26 -0.26
H -0.868 -1.563 7.482 -0.25 -0.17 0.10
H -1.202 0.116 -1.483 0.04 -0.02 0.06
H -2.653 5.993 -3.179 0.15 -0.19 -0.18
H -3.196 -1.892 5.905 -0.23 0.13 -0.44
H 7.645 -1.214 -1.425 0.31 -0.24 -0.26
H 4.740 2.473 -2.190 -0.24 -0.32 0.21
H -9.714 -2.383 4.874 0.06 0.05 0.08
H -0.010 0.880 -2.565 -0.15 0.10 -0.16
H 6.662 0.175 -1.679 0.32 0.15 0.26
H -4.769 -2.523 7.718 -0.23 0.13 -0.54
H 0.224 -1.290 -9.434 -0.03 -0.19 -0.11
H 1.367 1.884 5.621 0.18 0.08 0.33
H -3.655 -5.111 -3.683 0.17 -0.57 -0.26
H 6.615 -3.047 -3.826 0.21 -0.08 0.38
H -0.879 -1.211 4.939 -0.51 -0.23 0.62
H 1.290 1.510 0.104 -0.02 0.38 -0.12
H 6.212 1.758 -2.714 0.11 0.17 -0.65
H -0.928 -3.318 7.226 0.00 -0.05 0.14
H 1.491 2.110 -6.495 -0.10 0.33 0.04
H 8.258 -2.499 -3.337 -0.24 0.22 0.55
H 0.008 0.713 0.983 -0.10 0.19 0.26
H -3.458 2.214 5.035 0.46 0.16 0.09
H -0.046 0.566 8.550 0.32 0.26 -0.56
H 2.849 -1.327 9.511 0.33 0.62 0.47
H -0.266 2.147 5.371 -0.42 0.06 0.43
H -0.458 1.946 -0.169 0.20 0.26 -0.10
H 1.619 -4.281 7.294 -0.32 0.42 0.39
H -3.997 -0.281 1.239 -0.34 -0.36 0.30
H -1.969 0.138 5.634 0.20 -0.85 1.43
H -9.210 -2.837 3.241 0.14 -0.21 -0.03
H -0.966 7.398 -5.264 0.80 -0.17 0.07
H 1.473 -3.269 2.632 0.63 -0.19 -0.19
H -2.232 -1.105 -2.962 0.01 -0.44 -0.37
H 3.691 0.184 8.724 0.18 -0.26 0.86
H 3.505 1.195 -1.139 -0.01 0.02 0.05
H 2.752 -3.119 6.570 0.06 -0.34 0.17
H -3.233 -3.112 7.982 0.43 -0.22 -0.49
H -4.548 2.885 3.931 0.16 -0.39 -0.60
H -3.438 -1.662 0.305 0.07 -0.29 0.18
H -2.506 7.677 -3.585 0.37 0.27 0.42
H 8.244 0.170 -2.456 0.27 -0.22 0.04
H 4.819 2.174 -3.877 0.76 0.14 -0.16
H -0.855 1.586 -5.441 0.63 0.05 0.19
H 0.738 -0.502 9.641 -0.36 0.09 0.11
H 0.628 0.870 -7.306 -0.21 0.09 -0.47
H -2.160 0.287 -3.914 0.49 0.31 -0.23
H 2.746 -0.236 -1.790 0.25 -0.37 -0.07
H -2.419 -5.114 -6.139 -0.65 -0.44 0.36
H -1.249 -2.970 -8.351 -0.44 -0.04 0.08
H 6.746 -0.579 -6.291 0.07 0.11 -0.08
H -1.331 -1.298 -10.364 0.22 -0.30 -0.02
H -8.155 -0.749 3.848 0.38 0.04 -0.26
H -2.354 -0.421 0.952 0.33 -0.42 0.00
H -1.159 6.736 -2.689 -0.28 0.74 0.25
H 0.401 2.144 7.070 -0.40 -0.25 0.12
H -1.005 -0.059 -9.196 0.04 0.01 0.05
H 3.378 0.900 -5.906 0.01 0.05 0.30
H 1.400 1.025 9.558 0.21 0.58 -0.76
H 6.380 1.024 -5.530 0.56 -0.04 -0.36
H -1.568 2.090 -6.880 0.17 0.22 -0.31
H 4.327 -0.337 -0.874 -0.69 -0.25 0.29
H 7.627 -2.126 -4.882 -0.04 0.11 0.08
H 3.347 -0.581 -6.750 0.45 -0.61 0.15
H 2.916 5.586 -2.918 0.10 0.02 -0.37
H 0.141 -0.829 -2.203 -0.06 -0.03 0.36
H -3.669 -3.879 -5.635 0.12 -0.03 -0.53
H -2.637 -3.864 -3.245 0.19 0.53 -0.65
H 3.535 4.212 -3.865 -0.24 -0.10 -0.09
H -2.807 2.681 3.384 0.07 0.25 0.01
H 0.620 2.577 -7.976 0.09 -0.22 -0.17
H -2.106 -2.372 2.463 -0.60 -0.94 -0.04
H 3.676 -1.422 8.012 0.00 0.21 -0.19
H 0.983 4.527 -2.223 -0.09 -0.12 0.01
H -1.177 0.341 4.323 1.45 0.28 -0.24
H -8.397 -3.578 4.694 -0.59 -0.42 -0.24
H 3.720 4.287 -2.126 -0.24 -0.22 0.15
H 1.667 -4.013 5.581 -0.38 0.11 -0.03
H -2.611 -1.738 -8.362 -0.03 -0.34 0.36
H -7.507 -1.287 5.310 0.58 -0.74 0.15
H -0.007 -2.599 8.602 -0.02 -0.24 0.01
H 1.761 2.917 -2.227 -0.24 0.06 0.12
H 5.523 0.544 -6.986 0.11 -0.17 -0.16
H -1.996 6.035 -5.425 0.56 -0.56 -0.31
H -4.477 -4.212 7.451 0.04 -0.10 -0.49
H 2.821 -0.537 -5.049 -0.01 -0.09 -0.11
H -3.216 -3.518 5.178 0.30 -0.26 0.60
```
Forces are in eV/Å.

LUMO energy: 0.234 eV
SMILES string: CN(C)P(=O)(N(C)C)N(C)C.CN(C)P(=O)(N(C)C)N(C)C.CCOP(=O)(OCC)OCC.CCOP(=O)(OCC)OCC.CCOP(=O)(OCC)OCC.C[N+](=O)[O-].C[N+](=O)[O-].C[N+](=O)[O-]
M: 1088.00 g/mol
Orbital gap: 8.645 eV
Spin multiplicity: 1
HOMO: -8.41 eV
Strongest force on any atom: 0.053 hartree/bohr

(4)
Formula: C2H6N2OS
Source: the OMol25 dataset
Level of theory: wB97M-V/def2-TZVPD

```
12
Properties=species:S:1:pos:R:3:forces:R:3
S -1.925 0.878 -0.378 1.23 0.14 1.82
O 2.536 0.077 -0.101 0.53 0.27 0.25
N 1.083 -1.484 -0.904 -0.47 -0.12 -0.15
N -0.598 0.304 0.261 -0.18 0.29 -1.48
C -2.805 1.538 0.824 -0.04 0.33 -1.97
C 2.149 -1.158 -0.317 0.82 -2.93 -0.46
H 2.875 -1.984 -0.052 -0.34 1.45 0.28
H 0.043 -0.156 -0.477 -2.00 0.26 0.93
H -2.493 1.535 1.829 0.50 -0.19 0.96
H 0.874 -2.491 -0.898 0.48 0.67 -0.12
H 1.801 0.666 -0.303 -0.25 0.33 -0.01
H -3.539 2.275 0.515 -0.28 -0.50 -0.07
```
Forces are in eV/Å.

LUMO energy: 0.206 eV
M: 106.15 g/mol
Orbital gap: 8.499 eV
Spin multiplicity: 1
HOMO: -8.29 eV
Strongest force on any atom: 0.060 hartree/bohr